Entry from the OMol25 dataset: a structure of composition C16H23NO2 in a non-equilibrium geometry (wB97M-V/def2-TZVPD).

energy: -22547.785 eV
energy relative to the best compared isomer or geometry (same formula, charge and spin): 82.27 kcal per mole
gap between HOMO and LUMO: 8.043 eV
charge: 0
LUMO level: 0.01021 hartree

Element x y z (Å)
H  -3.145  -0.647  2.113
C  1.292  0.131  2.699
H  2.028  1.578  1.250
H  5.263  -3.944  5.384
H  -0.668  -2.625  2.429
H  -2.718  0.058  4.380
H  0.109  1.149  6.622
C  1.432  1.525  2.167
C  -2.290  -0.388  1.457
C  -1.251  0.153  2.352
C  2.754  -3.457  4.924
C  1.640  -1.324  6.325
O  2.393  -0.449  3.006
H  1.111  -2.381  2.195
C  -2.208  0.025  5.347
H  -2.666  -0.755  5.960
H  1.994  2.104  2.922
C  0.109  -1.973  2.032
H  5.622  -2.301  5.970
H  3.567  -1.245  7.358
H  -0.466  1.928  5.121
H  -2.392  1.001  5.835
H  -2.061  -1.280  0.861
H  0.489  2.064  2.007
C  4.950  -3.161  6.084
H  5.092  -3.551  7.100
H  -0.968  -1.939  4.138
N  -0.783  -0.137  5.173
C  0.966  -1.804  5.141
O  -1.387  1.298  2.818
C  2.928  -1.737  6.585
C  -0.022  -0.642  2.690
C  -0.220  -1.205  4.515
H  -2.671  0.387  0.770
H  3.195  -4.285  4.368
C  1.460  -3.060  4.661
H  1.025  0.919  5.100
H  -0.027  -1.937  0.897
C  0.057  1.030  5.532
H  1.229  -0.523  6.947
H  0.865  -3.600  3.937
C  3.538  -2.774  5.845

Atom charges from the Mulliken analysis, given in e for atoms 1 to 4: H 0.253; C 0.279; H 0.377; H 0.352


Entry from the OMol25 dataset: a cluster of 4 separate species, C36H76N4O4 in total in a non-equilibrium geometry (wB97M-V/def2-TZVPD).

energy: -52708.787 eV
energy relative to the best compared isomer or geometry (same formula, charge and spin): 38.08 kcal per mole
gap between HOMO and LUMO: 8.376 eV
charge: 0
SMILES: CC1(C)CCCC(C)(C)N1O.CC1(C)CCCC(C)(C)N1O.CC1(C)CCCC(C)(C)N1O.CC1(C)CCCC(C)(C)N1O
LUMO level: 0.02119 hartree

Element x y z (Å)
C  2.584  -4.002  0.054
H  -2.195  2.965  -0.157
O  -5.058  3.924  7.408
H  2.157  0.845  1.160
C  0.512  2.399  -5.037
H  -3.077  -1.003  2.811
H  4.547  1.440  -6.462
H  -0.685  1.629  -6.636
C  4.147  -7.161  -2.240
H  2.279  -2.666  -3.028
H  0.753  -1.459  2.003
C  -4.004  2.421  5.925
H  -0.316  2.093  -3.158
H  2.003  -3.373  0.730
H  -3.876  6.479  6.003
H  -2.683  1.539  7.379
H  -2.821  3.563  8.611
H  1.514  -7.492  -2.590
C  0.770  3.593  -5.970
H  -1.689  -1.942  2.584
H  3.606  -3.625  0.167
C  1.908  0.586  -6.640
H  -1.913  -2.017  -0.289
H  4.945  -6.550  -2.664
H  1.590  4.156  -5.516
H  -1.895  1.731  1.903
C  -3.213  6.062  6.763
H  -5.526  4.741  7.198
H  -3.346  2.670  3.838
H  1.530  -5.728  0.815
C  -3.689  1.373  6.984
C  -2.176  4.124  7.930
H  -0.933  2.901  4.228
C  3.018  -6.475  -1.488
C  -0.322  1.957  -0.179
N  -4.110  3.839  6.357
C  2.744  -2.754  -2.041
C  1.822  0.770  0.121
H  -3.452  -1.499  0.363
H  2.422  -0.054  -0.275
H  -2.178  1.437  -1.042
H  3.763  -7.672  -3.132
H  0.659  -0.687  -5.459
H  -6.194  2.261  5.971
H  -1.365  3.415  7.750
H  -2.327  6.695  6.776
C  0.663  -4.116  -1.504
C  0.528  0.086  -6.217
C  0.311  0.553  -0.102
H  -5.464  1.058  4.980
H  3.830  -2.749  -2.117
H  -0.125  4.216  -6.011
H  -0.832  0.052  -1.805
C  -0.337  1.268  -5.662
C  -1.859  1.930  -0.118
H  -0.049  2.484  -1.091
H  -0.066  -0.319  -7.036
H  -2.515  4.798  4.492
C  -5.362  2.103  5.272
C  2.196  -4.075  -1.408
C  -2.856  4.578  6.620
C  2.568  -5.401  0.755
H  0.278  -3.106  -1.358
H  -1.189  0.925  -5.081
O  2.337  2.320  -3.383
H  -3.794  0.377  6.566
H  -2.556  -0.640  -0.903
C  -2.285  1.099  1.095
C  0.210  -0.097  -1.500
C  1.804  -7.418  -1.535
H  1.896  1.356  -7.406
H  4.547  -5.952  0.020
C  2.701  1.044  -5.399
H  -3.373  1.098  1.174
H  -1.583  -0.262  3.263
H  -2.736  1.243  4.573
H  2.434  -0.650  -4.182
H  2.459  -1.821  -1.547
H  -0.041  3.868  -3.390
H  3.658  -7.312  0.393
H  -0.997  2.672  5.928
H  -5.669  2.806  4.495
C  -1.980  4.418  5.373
H  2.369  -0.324  -7.035
H  2.136  -8.422  -1.276
C  -2.967  2.290  4.788
O  2.333  -5.312  -3.436
N  2.832  -5.166  -2.132
H  -1.321  3.294  -4.122
H  -1.808  4.973  8.507
H  -1.173  5.159  5.383
H  1.117  3.388  -6.984
H  0.410  -4.351  -2.539
C  3.793  2.004  -5.909
H  3.795  -0.699  -5.378
C  3.288  -0.124  -4.596
C  -1.724  -0.328  1.150
H  -3.768  6.127  7.704
O  0.381  -1.469  1.113
N  -0.278  -0.233  0.978
H  0.087  2.493  0.683
H  0.455  -1.154  -1.568
H  2.135  1.680  -0.393
C  3.513  -6.307  -0.014
H  3.374  2.808  -6.508
H  3.118  -5.179  -3.978
H  0.891  -7.062  -1.061
H  4.091  0.153  -3.917
C  -1.618  2.965  5.077
C  -2.468  -1.138  0.067
H  0.722  0.497  -2.258
C  -2.033  -0.908  2.501
H  4.626  -7.935  -1.634
H  2.132  1.683  -2.685
H  -4.318  1.561  7.858
H  2.919  -5.199  1.769
N  1.760  1.806  -4.546
C  -0.326  2.919  -3.862
H  0.295  -4.843  -0.786
H  4.254  2.467  -5.033

Atom charges from the Mulliken analysis, given in e for atoms 1 to 4: C -0.751; H 0.479; O -0.486; H 0.448


Entry from the OMol25 dataset: the molecule C5H8O2 in a non-equilibrium geometry (wB97M-V/def2-TZVPD).

energy: -9404.665 eV
energy relative to the best compared isomer or geometry (same formula, charge and spin): 119.15 kcal per mole
gap between HOMO and LUMO: 8.163 eV
charge: 0
LUMO level: 0.02616 hartree

Element x y z (Å)
O  2.052  0.387  -0.856
C  0.019  1.291  0.014
H  -2.750  0.381  -0.115
H  2.863  -0.104  -0.650
C  -0.494  -1.142  -0.615
H  -0.017  1.738  -0.987
H  -0.197  2.059  0.767
H  1.387  -0.040  1.161
C  -0.874  0.074  0.201
O  -2.188  0.220  0.659
C  0.051  -0.950  0.756
H  -1.284  -1.884  -0.727
C  1.369  0.649  0.271
H  0.166  -1.055  -1.485
H  -0.116  -1.636  1.590

Atom charges from the Mulliken analysis, given in e for atoms 1 to 4: O -0.436; C -0.606; H 0.361; H 0.340


Entry from the OMol25 dataset: the ion C3H11N5 with charge +2 in a non-equilibrium geometry (wB97M-V/def2-TZVPD).

energy: -10719.245 eV
energy relative to the best compared isomer or geometry (same formula, charge and spin): 41.62 kcal per mole
gap between HOMO and LUMO: 9.187 eV
charge: +2
SMILES: NC1=[N+]([NH3+])CCN1N
LUMO level: -0.29970 hartree

Element x y z (Å)
H  -2.649  0.192  -1.113
H  -2.672  1.240  0.095
N  -0.865  -0.095  0.068
N  1.381  0.057  0.070
H  -0.857  -2.027  0.999
H  -0.650  2.636  -0.271
C  -0.511  -1.517  0.105
C  0.103  0.834  0.011
H  1.477  -1.780  0.975
N  -2.296  0.245  -0.095
H  -0.713  -2.075  -0.763
N  0.164  2.110  -0.170
H  3.379  0.541  0.682
H  2.857  0.795  -0.879
H  1.093  2.584  -0.092
H  -2.928  -0.255  0.608
N  2.529  0.758  0.019
H  1.659  -1.854  -0.795
C  1.032  -1.358  0.145

Atom charges from the Mulliken analysis, given in e for atoms 1 to 4: H 0.426; H 0.406; N 0.135; N 0.503


Entry from the OMol25 dataset: a structure of composition CdH10O9P in a non-equilibrium geometry (wB97M-V/def2-TZVPD).

energy: -32442.439 eV
energy relative to the best compared isomer or geometry (same formula, charge and spin): 88.66 kcal per mole
gap between HOMO and LUMO: 2.629 eV
charge: -1
LUMO level: 0.05501 hartree

Element x y z (Å)
P  0.224  1.003  2.154
O  -0.942  1.203  1.186
H  3.526  1.159  -0.112
H  -3.004  -0.082  -0.359
Cd  -0.450  -0.241  -0.022
O  2.623  1.081  -0.419
O  -0.879  -2.082  0.791
O  0.578  2.518  2.428
H  -2.683  -0.976  -1.538
O  -2.271  -0.462  -0.844
O  0.570  -1.251  -1.475
H  -1.021  -2.185  1.732
H  0.416  -2.152  -1.761
H  -0.172  2.228  -1.392
O  1.050  0.092  1.301
H  -0.510  -2.920  0.511
H  -0.179  1.321  -2.604
O  -0.225  1.307  -1.648
O  -0.172  0.600  3.600
H  2.123  0.845  0.363
H  1.398  -1.007  -1.889

Atom charges from the Mulliken analysis, given in e for atoms 1 to 4: P 0.775; O -0.770; H 0.249; H 0.271


Entry from the OMol25 dataset: a structure of composition C12H24MnN2S7 in a non-equilibrium geometry (wB97M-V/def2-TZVPD).

energy: -122982.495 eV
spin multiplicity: 6
gap between HOMO and LUMO (alpha / beta): 6.463 / 6.656 eV
charge: 0
LUMO level (alpha / beta): -0.00086 / -0.00102 hartree

Element x y z (Å)
H  -0.679  -3.497  -0.265
S  -2.116  1.849  1.161
H  -1.086  0.595  -3.318
C  -0.150  3.782  1.995
H  1.583  0.588  4.236
H  -1.785  2.063  3.511
C  -2.239  1.307  2.906
H  -2.047  -0.836  2.504
Mn  0.278  0.729  -0.199
N  0.510  -2.626  -1.696
C  -1.516  -0.680  -5.048
H  0.810  -1.570  -3.784
H  -1.619  -0.371  4.154
N  0.087  -1.120  -3.288
H  1.234  -5.081  0.507
S  0.159  -0.149  2.627
H  -2.046  0.077  -5.596
H  -0.174  3.582  3.047
C  1.221  -4.490  -0.403
H  0.251  1.701  4.177
S  -1.355  -0.887  -1.053
H  2.246  -4.223  -0.639
H  0.647  -2.739  0.509
C  1.887  1.973  2.736
S  2.571  -0.508  0.004
S  3.309  -1.244  -2.708
H  -2.282  4.076  1.926
H  2.578  1.241  2.302
H  1.425  -2.687  -2.122
C  -0.576  -0.057  -4.035
H  -1.547  3.967  0.341
H  0.038  4.867  1.829
H  -3.305  1.314  3.182
H  2.460  2.652  3.346
C  0.352  -3.306  -0.360
H  0.859  -5.087  -1.230
S  1.650  1.201  -2.247
H  -2.251  -1.230  -4.454
C  -0.230  -1.596  -2.115
C  -1.581  -0.081  3.101
H  0.209  0.540  -4.417
C  -1.511  3.519  1.337
H  -0.926  -1.350  -5.653
C  2.476  -0.187  -1.700
C  0.954  1.154  3.583
S  1.228  2.826  1.310

Atom charges from the Mulliken analysis, given in e for atoms 1 to 4: H 0.451; S -0.040; H 0.335; C -0.702


What is the formula in the sixth record? C12H24MnN2S7


Please write out number 5 again, unchanged.
Entry from the OMol25 dataset: a structure of composition CdH10O9P in a non-equilibrium geometry (wB97M-V/def2-TZVPD).

energy: -32442.439 eV
energy relative to the best compared isomer or geometry (same formula, charge and spin): 88.66 kcal per mole
gap between HOMO and LUMO: 2.629 eV
charge: -1
LUMO level: 0.05501 hartree

Element x y z (Å)
P  0.224  1.003  2.154
O  -0.942  1.203  1.186
H  3.526  1.159  -0.112
H  -3.004  -0.082  -0.359
Cd  -0.450  -0.241  -0.022
O  2.623  1.081  -0.419
O  -0.879  -2.082  0.791
O  0.578  2.518  2.428
H  -2.683  -0.976  -1.538
O  -2.271  -0.462  -0.844
O  0.570  -1.251  -1.475
H  -1.021  -2.185  1.732
H  0.416  -2.152  -1.761
H  -0.172  2.228  -1.392
O  1.050  0.092  1.301
H  -0.510  -2.920  0.511
H  -0.179  1.321  -2.604
O  -0.225  1.307  -1.648
O  -0.172  0.600  3.600
H  2.123  0.845  0.363
H  1.398  -1.007  -1.889

Atom charges from the Mulliken analysis, given in e for atoms 1 to 4: P 0.775; O -0.770; H 0.249; H 0.271